Entry from OMol25: a molecular structure, C54H66AsF6N3O5P2PdSe2Si2 at a distorted geometry (ωB97M-V with the def2-TZVPD basis set).

For the HOMO-LUMO gap (spin up / spin down), the calculation gives 6.61 / 3.23 eV. The value obtained for the calculated total energy is -11665.59996 hartree. The value obtained for the lowest unoccupied orbital energy (spin up / spin down) is 0.0386 / -0.0842 hartree. Its charge is -1. The strongest force on any atom comes out at 3.85 eV/A. Its multiplicity is 4.

```
142
Properties=species:S:1:pos:R:3:forces:R:3
Pd 1.039 0.597 0.424 -0.37 -0.39 -0.31
Se -1.744 -2.498 6.396 0.98 0.63 1.21
P -2.383 -2.719 4.413 -1.05 -0.42 -3.69
C -2.140 -4.456 3.929 0.02 0.26 0.61
C -0.949 -4.864 3.341 0.12 0.19 0.06
C -0.687 -6.215 3.197 0.06 -0.04 0.03
C -1.599 -7.152 3.653 0.01 -0.01 0.04
C -2.785 -6.744 4.245 -0.11 -0.16 0.01
C -3.056 -5.397 4.387 -0.13 0.14 0.00
C -4.180 -2.371 4.203 0.45 -0.08 0.71
C -4.878 -2.596 3.023 0.22 -0.23 -0.18
C -6.242 -2.372 2.967 -0.05 -0.07 -0.08
C -6.922 -1.922 4.086 0.00 0.00 0.09
C -6.227 -1.677 5.260 -0.18 0.08 0.00
C -4.864 -1.901 5.316 0.10 0.02 0.15
C -1.403 -1.699 3.319 -0.31 -0.34 0.18
C -1.114 -1.426 1.970 0.28 0.18 -0.03
N -0.102 -0.526 2.025 -0.40 -0.36 -0.44
N 0.211 -0.278 3.258 0.67 0.66 0.76
N -0.550 -0.957 4.050 -0.12 -0.28 0.97
P -1.723 -1.698 0.301 -0.26 0.20 -0.56
Se -0.700 -0.550 -1.224 -0.38 -0.40 0.57
C -3.463 -1.165 0.347 0.28 -0.09 0.12
C -4.340 -1.610 -0.637 0.14 -0.11 0.15
C -5.625 -1.104 -0.686 -0.16 -0.06 -0.07
C -6.032 -0.151 0.235 -0.05 0.06 0.04
C -5.150 0.311 1.198 -0.05 0.08 -0.04
C -3.861 -0.186 1.250 0.07 -0.07 -0.02
C -1.754 -3.486 -0.089 0.06 0.36 0.13
C -1.042 -3.958 -1.184 0.04 0.17 0.01
C -1.059 -5.308 -1.488 0.01 -0.14 -0.05
C -1.793 -6.187 -0.709 0.01 -0.03 -0.03
C -2.501 -5.720 0.386 -0.14 -0.05 0.10
C -2.479 -4.373 0.694 -0.04 0.10 -0.11
H -0.231 -4.130 3.001 0.09 0.05 -0.03
H 0.238 -6.536 2.743 0.08 0.02 -0.07
H -1.380 -8.206 3.562 0.01 -0.07 -0.04
H -3.487 -7.478 4.615 -0.05 -0.03 -0.01
H -3.968 -5.059 4.862 -0.10 -0.08 0.02
H -4.373 -2.937 2.134 -0.06 0.00 -0.01
H -6.773 -2.545 2.041 0.04 -0.01 -0.03
H -7.991 -1.770 4.045 -0.03 0.05 -0.01
H -6.749 -1.313 6.132 -0.03 0.02 0.09
H -4.314 -1.720 6.229 -0.13 0.07 0.06
H -3.999 -2.345 -1.355 -0.06 -0.05 -0.08
H -6.314 -1.449 -1.443 -0.02 -0.02 -0.07
H -7.040 0.239 0.198 -0.07 0.03 -0.02
H -5.468 1.056 1.913 -0.01 0.10 0.05
H -3.164 0.176 1.993 0.04 0.08 0.05
H -0.480 -3.259 -1.785 0.07 0.04 -0.02
H -0.494 -5.677 -2.331 0.03 0.02 -0.07
H -1.814 -7.239 -0.953 0.02 -0.10 -0.02
H -3.060 -6.402 1.011 -0.05 -0.05 0.01
H -3.013 -4.011 1.557 -0.06 -0.09 -0.02
C 0.630 3.250 -1.393 -0.01 -0.28 0.19
C 1.398 3.944 -0.279 -0.67 0.27 0.89
C 2.717 3.223 -0.029 -0.18 -0.24 0.22
C 1.687 5.373 -0.719 0.01 -0.19 0.10
Si 0.320 3.721 1.356 1.03 1.18 -1.12
O 0.029 2.187 1.467 -0.10 -1.78 0.18
C -1.374 4.601 1.220 0.59 -0.12 0.20
C -2.522 3.835 1.405 0.02 -0.14 0.02
C -3.786 4.390 1.320 -0.12 0.00 -0.01
C -3.932 5.738 1.040 -0.10 0.04 -0.02
C -2.804 6.516 0.847 -0.06 0.21 -0.07
C -1.542 5.953 0.943 0.01 0.08 0.00
C 1.416 4.405 2.769 -0.77 -0.21 -0.42
C 1.908 5.705 2.765 0.00 0.10 0.03
C 2.759 6.153 3.760 0.07 0.21 -0.03
C 3.105 5.313 4.804 0.06 0.00 0.10
C 2.606 4.021 4.834 0.09 -0.05 0.10
C 1.781 3.567 3.818 -0.02 -0.05 0.07
H 1.233 3.215 -2.297 0.07 0.02 -0.23
H -0.307 3.764 -1.599 -0.20 0.03 -0.09
H 0.402 2.208 -1.123 -0.13 0.43 -0.29
H 3.253 3.102 -0.968 0.12 -0.11 -0.08
H 2.561 2.205 0.386 0.40 0.55 -0.14
H 3.344 3.772 0.673 0.07 0.00 0.11
H 2.245 5.354 -1.657 0.10 0.07 -0.22
H 2.295 5.902 0.010 0.08 0.15 0.08
H 0.765 5.923 -0.891 -0.10 0.17 -0.06
H -2.410 2.782 1.616 0.09 -0.17 0.00
H -4.659 3.768 1.463 -0.10 -0.06 0.02
H -4.916 6.181 0.969 -0.06 0.02 -0.02
H -2.908 7.566 0.612 -0.01 0.10 0.01
H -0.678 6.583 0.796 0.12 0.11 -0.02
H 1.628 6.386 1.975 -0.02 0.09 -0.09
H 3.161 7.157 3.713 -0.02 0.07 0.05
H 3.762 5.667 5.587 0.04 -0.02 0.04
H 2.871 3.358 5.645 0.05 -0.07 0.07
H 1.417 2.549 3.838 -0.05 -0.14 -0.05
F 2.539 -0.982 1.431 1.28 -0.25 0.10
As 4.288 -1.422 1.544 0.04 -0.32 0.38
F 3.889 -2.879 0.636 0.20 0.50 0.21
F 3.878 -2.258 3.034 0.18 0.26 -0.40
F 4.709 -0.591 0.081 -0.18 -0.30 0.27
F 4.597 0.059 2.426 -0.15 -0.63 -0.22
F 5.965 -1.967 1.714 -0.91 0.34 -0.04
C 2.169 -2.778 -2.430 0.24 0.29 -0.05
C 3.237 -2.255 -3.386 0.12 -0.57 -0.19
C 4.637 -2.542 -2.839 -0.37 0.26 -0.03
C 3.065 -2.891 -4.776 0.04 0.24 0.39
O 3.100 -0.858 -3.580 0.18 0.04 -0.07
Si 2.396 0.345 -2.720 -0.84 0.26 0.17
O 2.342 0.170 -1.162 -0.08 0.09 0.74
O 0.799 0.504 -3.186 0.22 0.02 -0.30
C 0.226 0.701 -4.467 -0.34 0.07 -0.40
C 1.281 1.003 -5.530 -0.18 0.03 0.26
C -0.763 1.867 -4.354 0.30 -0.34 0.06
C -0.534 -0.576 -4.845 0.16 0.30 0.26
O 3.090 1.731 -3.248 -0.01 0.10 -0.06
C 4.439 2.013 -3.554 0.64 0.37 -0.31
C 5.378 1.542 -2.446 -0.34 0.12 -0.09
C 4.531 3.536 -3.723 -0.06 -0.44 0.10
C 4.829 1.321 -4.864 -0.14 0.14 0.21
H 2.217 -3.861 -2.346 0.01 -0.16 -0.02
H 1.192 -2.471 -2.799 -0.15 -0.03 -0.03
H 2.324 -2.337 -1.447 -0.09 -0.02 0.13
H 4.780 -3.611 -2.714 0.06 -0.19 0.04
H 4.750 -2.057 -1.873 0.06 0.00 0.13
H 5.393 -2.154 -3.521 0.06 0.02 -0.09
H 3.112 -3.975 -4.718 0.03 -0.16 0.03
H 3.852 -2.540 -5.440 0.07 0.06 -0.11
H 2.102 -2.601 -5.191 -0.11 0.00 -0.08
H 1.816 1.907 -5.259 0.08 0.13 -0.07
H 0.816 1.133 -6.504 -0.10 -0.02 -0.13
H 1.991 0.184 -5.569 0.18 -0.11 -0.15
H -0.232 2.789 -4.144 0.09 0.16 0.06
H -1.453 1.670 -3.537 -0.13 0.03 0.07
H -1.316 1.981 -5.283 -0.14 0.04 -0.15
H 0.158 -1.411 -4.879 0.12 -0.20 -0.03
H -1.009 -0.464 -5.817 -0.11 -0.02 -0.13
H -1.285 -0.780 -4.083 -0.12 -0.08 -0.03
H 5.179 2.070 -1.519 -0.04 0.03 0.18
H 6.416 1.706 -2.728 0.10 0.01 -0.04
H 5.219 0.485 -2.268 0.10 -0.27 0.13
H 4.207 4.034 -2.813 -0.05 0.07 0.14
H 3.894 3.862 -4.542 -0.11 0.04 -0.12
H 5.554 3.828 -3.934 0.22 0.08 -0.07
H 4.619 0.262 -4.772 0.12 -0.16 -0.08
H 5.885 1.477 -5.067 0.15 0.02 -0.08
H 4.243 1.714 -5.691 -0.08 0.09 -0.17
```
Forces are in eV/Å.